# 1
C30H57N7O4 | ωB97M-V with the def2-TZVPD basis set

```
98
C30H57N7O4, DFT ωB97M-V with the def2-TZVPD basis set
C -0.06457 -4.99314 2.15743
C 1.30102 -5.15275 1.51739
N 1.56347 -4.07880 0.61685
C 0.89960 -3.86125 -0.57696
C 1.54153 -2.88283 -1.30056
N 2.68177 -2.40171 -0.56782
C 2.55932 -3.11736 0.62706
C 3.40565 -1.23509 -0.92560
H -0.08848 -4.13804 2.83295
H -0.23016 -5.81540 2.85354
H -0.98614 -5.10550 1.58631
H 1.30034 -6.09074 0.96217
H 2.06521 -5.12151 2.29401
H -0.03494 -4.31925 -0.86552
H 1.34073 -2.43744 -2.26374
H 3.29513 -3.19102 1.41419
H 2.65331 -0.50010 -1.21178
H 4.06853 -1.60849 -1.70615
H 3.88270 -0.94567 0.01075
C -0.54540 -2.85516 2.30572
C 0.79902 -2.22624 1.87746
N 0.98700 -0.80618 2.37948
C 2.19199 -0.32655 2.94324
C 2.13552 1.07596 3.11556
N 0.91481 1.47001 2.58887
C 0.32072 0.33039 1.98012
C 0.52304 2.83824 2.46115
H -0.80414 -3.61440 1.56768
H -1.43055 -2.22512 2.21828
H -0.56200 -3.16562 3.35045
H 0.99347 -2.20196 0.80522
H 1.66009 -2.76975 2.26639
H 3.01781 -1.00122 3.11420
H 2.89528 1.77412 3.43452
H -0.58566 0.49173 1.41547
H -0.08324 2.89413 1.55705
H 1.42940 3.44297 2.49146
H -0.12857 3.15472 3.27561
C 4.12304 0.95721 1.41719
C 2.67533 1.24021 0.96437
N 2.60423 1.73312 -0.34954
C 2.64309 3.05266 -0.76540
C 2.39316 3.12485 -2.11814
N 2.23860 1.78129 -2.55209
C 2.38551 1.00194 -1.48038
C 1.74893 1.38358 -3.87946
H 4.78769 1.82112 1.41618
H 4.62480 0.27425 0.73169
H 4.25289 0.33758 2.30449
H 2.21804 1.97730 1.62443
H 2.09620 0.33250 1.13399
H 2.85436 3.83073 -0.04681
H 2.36735 3.96331 -2.79837
H 2.17319 -0.05633 -1.44320
H 2.44437 0.60154 -4.18422
H 1.85071 2.23079 -4.55768
H 0.71903 1.02927 -3.83617
C -5.40587 3.53472 1.36132
C -4.61890 2.62514 0.39332
C -3.11081 2.82993 0.34783
N -2.23348 1.97696 -0.53212
C -2.68862 0.49668 -0.32063
C -2.37422 2.58527 -1.92906
C -1.37191 1.95154 -2.70402
C -0.24786 1.78757 -1.61125
C -0.80907 2.28831 -0.26435
H -6.49580 3.54224 1.35239
H -5.16562 4.57922 1.16286
H -5.15685 3.16476 2.35592
H -4.93086 2.91824 -0.60912
H -4.84829 1.56830 0.52959
H -2.72144 2.62224 1.34450
H -2.75125 3.84537 0.18143
H -1.84713 -0.16710 -0.51910
H -3.57751 0.38139 -0.94086
H -2.99593 0.26695 0.69960
H -3.41262 2.43136 -2.22255
H -1.98395 3.60220 -1.96972
H -1.85929 1.02959 -3.02114
H -1.02090 2.52560 -3.56155
H -0.00117 0.72714 -1.66343
H 0.63424 2.25795 -2.04570
H -0.58431 1.62519 0.57103
H -0.57368 3.33775 -0.08723
C -2.66731 -1.89803 -2.45145
C -3.85895 -1.68623 -1.64619
O -4.18758 -0.56538 -1.22778
O -4.69662 -2.63895 -1.47147
H -2.21888 -0.99329 -2.86190
H -2.92811 -2.43361 -3.36426
H -1.89652 -2.46905 -1.93384
C -0.69211 -1.52589 -0.76001
C 0.48810 -0.49097 -0.96006
O 0.56141 0.29626 0.00719
O 1.22835 -0.46715 -1.99749
H -0.46679 -2.54020 -1.08941
H -1.69288 -1.18764 -1.02859
H -0.90255 -1.63525 0.30388
```

## Properties
* E_HOMO: -0.411 hartree
* M: 579.831 g/mol
* LUMO: -5.686 eV
* charge: +2

Löwdin atomic charge list, values in e, 5 entries: C -0.1308; C -0.1123; N -0.1012; C -0.0108; C 0.0101



# 2
C23H23BaN3O4S | ωB97M-V with the def2-TZVPD basis set

```
55
C23H23BaN3O4S, DFT ωB97M-V with the def2-TZVPD basis set
Ba 0.48685 -0.56939 0.17566
C -3.20844 2.82201 0.23450
C -4.42695 2.16348 0.29737
C -4.43973 0.77863 0.31999
C -3.24477 0.03919 0.29111
C -1.97849 0.66880 0.26341
C -2.03366 2.07614 0.22200
C -3.32942 -1.46264 0.27685
C -4.60833 -2.09728 0.15284
C -4.71940 -3.44412 0.12005
C -3.55912 -4.24285 0.21302
C -3.60181 -5.65450 0.17956
C -2.45407 -6.38751 0.27089
C -1.21920 -5.72130 0.41044
C -1.15955 -4.35597 0.44827
C -2.32973 -3.56572 0.33840
N -2.22410 -2.19320 0.36195
H -3.17566 3.90761 0.19824
H -5.35896 2.71520 0.32559
H -5.40937 0.30050 0.36529
H -1.10632 2.64226 0.17500
H -5.50348 -1.50449 0.07106
H -5.69102 -3.91669 0.02439
H -4.56554 -6.14325 0.08243
H -2.48722 -7.46948 0.24294
H -0.30520 -6.29744 0.49050
H -0.20917 -3.85695 0.57632
C 2.53544 6.40868 0.10792
C 2.11912 4.96301 0.07896
C 1.87911 4.29297 -1.11258
C 1.46477 2.97113 -1.07812
N 1.28215 2.28635 0.04975
C 1.52548 2.92769 1.19523
C 1.93915 4.24468 1.25723
H 2.62907 6.81689 -0.89740
H 3.49275 6.52627 0.61901
H 1.80044 7.00411 0.65213
H 1.99909 4.79825 -2.06293
H 1.24758 2.44384 -2.00329
H 1.36527 2.36212 2.10797
H 2.11071 4.71374 2.21850
O 1.18008 -1.82947 -1.55116
N 1.84377 -2.59551 -0.78001
O 2.78078 -3.25519 -1.20770
O 1.51952 -2.63946 0.43956
C 5.12300 -1.35780 -0.02746
S 3.77497 -0.48391 -0.81347
C 4.69851 1.00387 -1.18541
O 2.82910 -0.11376 0.30560
H 5.91178 -1.52922 -0.76273
H 4.72571 -2.31253 0.31491
H 5.47357 -0.75001 0.80778
H 5.45897 0.75233 -1.92745
H 5.14963 1.38928 -0.27040
H 4.00236 1.73062 -1.60249
```

## Properties
* E_HOMO: -0.238 hartree
* M: 574.849 g/mol
* LUMO: 0.046 eV
* energy above the lowest of the compared OMol25 structures with the same formula, charge and spin: 1.698 eV

Löwdin atomic charge list, values in e, 5 entries: Ba 2.0705; C -0.1198; C -0.1156; C -0.0708; C -0.2391



# 3
CH3NO3 | ωB97M-V with the def2-TZVPD basis set

```
8
CH3NO3, DFT ωB97M-V with the def2-TZVPD basis set
N 1.26016 0.09392 0.57801
C -0.42900 0.55997 0.14031
O -0.75578 1.60556 -0.31230
O -1.14483 -0.45392 0.33162
O -2.60931 -0.44841 0.19031
H 1.14650 -0.93234 0.84277
H 1.73336 0.20453 -0.39350
H -2.82983 -0.05219 -0.68787
```

## Properties
* E_HOMO: -0.393 hartree
* M: 77.039 g/mol
* LUMO: 0.026 eV
* energy above the lowest of the compared OMol25 structures with the same formula, charge and spin: 2.961 eV
* SMILES: NC(=O)OO

natural (NBO) atomic charge list, values in e, 5 entries: N -0.8727; C 0.9021; O -0.5835; O -0.2785; O -0.3879



# 4
C12H16N7O2PbS | ωB97M-V with the def2-TZVPD basis set

```
39
C12H16N7O2PbS, DFT ωB97M-V with the def2-TZVPD basis set
Pb -0.29840 -0.41757 -0.23241
C -1.12474 0.74246 2.80102
C -1.52593 -0.59066 2.82324
C -0.57395 -1.60641 2.81914
C 0.78059 -1.28886 2.78649
C 1.18062 0.04370 2.75023
C 0.22830 1.05974 2.76004
H -1.86697 1.52946 2.84044
H -2.57895 -0.83663 2.87875
H -0.88620 -2.64177 2.87169
H 1.52177 -2.07747 2.81860
H 2.23533 0.28953 2.75396
H 0.54294 2.09560 2.76743
N 1.87453 0.59952 -1.58424
N 1.54686 1.58671 -2.52837
C 0.28426 2.04323 -2.60389
N -0.04572 2.83549 -3.61225
N -0.50102 1.61348 -1.61864
N -1.82946 1.92437 -1.58246
O -2.33363 2.80421 -2.24515
O -2.44931 1.21608 -0.79739
H 2.64835 0.92762 -1.01698
H 2.12767 -0.25673 -2.07135
H 2.17723 1.75712 -3.29795
H 0.59659 3.02910 -4.36122
H -0.97895 3.22364 -3.62944
C -2.46490 -3.45980 -6.43933
C -2.23854 -3.51669 -4.96000
C -2.90279 -4.41987 -4.14117
C -2.64594 -4.35424 -2.78726
N -1.77774 -3.48967 -2.26188
C -1.17435 -2.69043 -3.13613
S 0.03829 -1.55068 -2.50544
N -1.37092 -2.63613 -4.44652
H -3.13586 -4.24786 -6.77506
H -1.51293 -3.55088 -6.96192
H -2.89300 -2.49319 -6.70773
H -3.59941 -5.14063 -4.54601
H -3.15263 -5.00990 -2.08792
```

## Properties
* E_HOMO: -0.414 hartree
* M: 529.574 g/mol
* LUMO: -3.331 eV
* charge: +1
* energy above the lowest of the compared OMol25 structures with the same formula, charge and spin: 0.723 eV

natural (NBO) atomic charge list, values in e, 5 entries: Pb 1.3136; C -0.2169; C -0.2193; C -0.2234; C -0.2263